Entry i
Molecular formula: C5H38NO14S
Method: DFT, ωB97M-V with the def2-TZVPD basis set

```
! wB97M-V def2-TZVPD RIJCOSX def2/J DEFGRID3
* xyz -1 1
C 0.969 2.825 0.258
C -0.071 3.632 1.094
S -0.494 3.190 2.818
C 0.938 1.309 0.436
N -0.086 0.659 -0.389
C -0.133 -0.788 -0.219
C -1.130 -1.472 -1.276
O -1.628 -2.649 -0.669
H 0.683 3.046 -0.776
H 1.985 3.212 0.364
H 0.245 4.677 1.178
H -1.014 3.746 0.564
H -1.106 1.958 2.780
H 0.882 1.246 1.533
H 1.873 0.816 0.148
H -0.947 1.174 -0.327
H 0.794 -1.203 -0.608
H -0.317 -1.136 0.789
H -1.850 -0.776 -1.696
H -0.480 -1.877 -2.071
H 0.732 -0.473 4.428
H -0.727 0.122 4.492
O -0.164 -0.632 4.746
H 1.229 -2.469 1.739
H -1.154 -2.911 2.238
O -0.439 -3.277 2.847
H 2.010 1.279 -3.358
H 0.852 1.146 -2.262
O 1.080 1.438 -3.149
H 3.134 1.125 -1.777
H 3.507 0.206 -2.883
O 3.541 1.170 -2.652
H -2.066 -0.714 2.119
H -1.379 0.501 1.572
O -2.105 0.426 2.224
H -3.140 -2.172 2.157
H -0.547 -2.689 3.605
O -2.307 -1.928 1.712
H 2.910 -2.107 -2.441
H 1.836 -1.146 -2.892
O 2.742 -1.394 -3.109
H 1.899 -1.146 2.404
H 0.301 -4.588 0.793
O 1.825 -1.710 1.651
H 2.372 -2.174 -0.117
H 2.060 -3.411 -0.788
O 2.745 -2.717 -0.836
H -2.477 2.936 -1.239
H -1.231 2.936 -2.219
O -2.038 3.389 -1.999
H -0.234 -3.518 -0.206
H -1.957 -2.559 0.276
O 0.562 -4.044 0.037
H -3.740 2.578 1.223
H -2.631 1.583 0.472
O -3.191 2.358 0.454
H -0.259 0.691 -4.274
H -1.510 1.552 -4.261
O -1.158 0.750 -4.658
*
```

Results
Frontier orbital gap   9.04 eV


Entry ii
Molecular formula: C5H38NO14S
Method: DFT, ωB97M-V with the def2-TZVPD basis set

```
! wB97M-V def2-TZVPD RIJCOSX def2/J DEFGRID3
* xyz -1 1
C -0.890 0.051 -2.023
N 0.455 0.210 -1.469
C 0.460 0.062 0.014
C 1.959 -0.082 0.362
S 2.568 0.493 1.996
C -0.258 1.258 0.656
O -1.175 0.737 1.604
C -1.001 0.226 -3.577
H -1.754 0.553 -1.567
H -1.182 -1.004 -1.921
H 0.809 1.157 -1.636
H -0.095 -0.824 0.311
H 2.401 -1.033 0.074
H 2.417 0.553 -0.432
H 1.466 1.254 2.407
H -0.923 1.802 -0.050
H 0.497 1.919 1.130
H -0.516 -0.667 -3.986
H -2.030 0.202 -3.966
H -0.615 1.196 -3.949
H 2.148 -0.346 -3.482
H 3.239 -0.049 -4.368
O 2.619 0.458 -3.848
H 0.140 3.235 3.587
H -0.395 3.376 2.154
O -0.026 3.866 2.870
H -4.242 -0.904 0.294
H -5.275 -0.158 -0.588
O -5.244 -0.881 0.046
H 0.710 -2.378 -3.399
H 1.065 -1.293 -2.457
O 1.504 -1.888 -3.136
H 2.693 3.545 -1.056
H 2.941 2.068 -1.197
O 2.673 2.726 -0.552
H -0.746 -0.889 2.300
H -1.223 -2.040 3.283
O -0.714 -1.865 2.488
H 2.321 -2.762 1.670
H 1.849 -3.247 0.374
O 2.665 -3.193 0.866
H -0.861 1.092 3.189
H -1.774 1.611 4.245
O -0.837 1.419 4.140
H -3.590 0.944 2.815
H -2.339 1.613 2.230
O -3.298 1.771 2.429
H -2.281 -0.077 0.813
H -2.711 -1.559 1.019
O -2.709 -0.869 0.338
H -1.338 -3.226 1.117
H 0.044 -3.491 0.522
O -0.860 -3.810 0.492
H 2.479 2.591 -3.850
H 1.382 3.378 -3.359
O 2.201 2.995 -3.023
H -2.224 -3.154 -2.717
H -1.161 -3.616 -1.544
O -1.494 -3.669 -2.445
*
```

Results
Frontier orbital gap   8.43 eV


Ordering by calculated energy gives the sequence entry i, entry ii, with the first entry being the most stable.


Entry i
Molecular formula: C4H12NS2
Method: DFT, ωB97M-V with the def2-TZVPD basis set

```
! wB97M-V def2-TZVPD RIJCOSX def2/J DEFGRID3
* xyz 1 1
C 1.044 2.006 -0.077
C 2.085 1.136 -0.150
N 0.148 1.968 0.979
H 0.833 2.699 -0.882
H 2.788 1.232 -0.964
H 2.152 0.325 0.564
H 0.275 1.121 1.528
H -0.827 2.024 0.686
H -0.325 -0.812 0.189
C -0.111 -0.359 -2.223
S -1.393 -0.119 -0.983
S 0.110 -1.485 1.374
C -1.586 -2.040 1.755
H 0.845 -0.100 -1.732
H -0.097 -1.398 -2.533
H -0.301 0.345 -3.040
H -1.935 -2.671 0.944
H -1.445 -2.667 2.637
H -2.261 -1.206 1.928
*
```

Results
Frontier orbital gap   4.48 eV


Entry ii
Molecular formula: C4H12NS2
Method: DFT, ωB97M-V with the def2-TZVPD basis set

```
! wB97M-V def2-TZVPD RIJCOSX def2/J DEFGRID3
* xyz 1 1
C -0.561 -0.760 -3.045
C 0.226 -1.190 -1.852
C 0.783 -0.374 -0.972
N 1.295 -0.842 0.324
H -0.544 0.325 -3.130
H -0.132 -1.261 -3.915
H -1.605 -1.068 -3.009
H 0.267 -2.256 -1.632
H 0.766 0.705 -1.039
H 1.469 -1.847 0.380
H 2.157 -0.340 0.556
H 0.633 -0.575 1.077
C -0.617 2.132 1.784
S 0.494 1.222 2.893
S -0.514 -0.602 3.190
H -1.020 1.477 1.005
H 0.011 2.873 1.294
H -1.477 2.512 2.325
H -1.631 -0.131 3.766
*
```

Results
Frontier orbital gap   9.58 eV


Ordering by calculated energy gives the sequence entry ii, entry i, with the first entry being the most stable.


Entry i
Molecular formula: C4H12NS2
Method: DFT, ωB97M-V with the def2-TZVPD basis set

```
! wB97M-V def2-TZVPD RIJCOSX def2/J DEFGRID3
* xyz 1 1
C 3.470 0.096 -1.837
S 2.414 0.490 -0.485
S 0.878 -0.781 -1.063
C -0.611 0.248 -0.595
C -1.091 0.272 0.847
C -2.554 0.758 0.963
N -0.671 -1.190 1.428
H 3.152 0.844 -2.557
H 4.461 0.217 -1.530
H 3.328 -1.080 -2.148
H -0.462 1.282 -0.807
H -1.383 -0.013 -1.340
H -0.356 0.837 1.489
H -2.976 0.418 1.922
H -2.600 1.800 0.597
H -3.194 0.160 0.253
H -0.923 -1.083 2.513
H 0.343 -1.276 1.142
H -1.226 -1.999 1.206
*
```

Results
Frontier orbital gap   8.48 eV
SMILES string   CSSC[C@@H](C)[NH3+]


Entry ii
Molecular formula: C4H12NS2
Method: DFT, ωB97M-V with the def2-TZVPD basis set

```
! wB97M-V def2-TZVPD RIJCOSX def2/J DEFGRID3
* xyz 1 1
C -0.031 -1.714 -1.273
C 0.754 -2.068 1.111
C -2.282 2.190 0.467
C -0.641 -0.218 0.559
N 0.093 -1.250 0.082
S 1.684 1.646 -0.829
S -1.775 0.671 -0.369
H 0.516 -1.035 -2.000
H 0.525 -2.552 -1.434
H -1.046 -1.785 -1.592
H 0.338 -3.000 1.363
H 1.800 -2.228 0.785
H 0.793 -1.585 2.085
H -3.366 2.339 0.241
H -1.726 2.899 0.033
H -2.072 2.108 1.617
H -0.586 -0.050 1.553
H 2.823 2.209 -0.866
H 1.786 1.335 0.395
*
```

Results
Frontier orbital gap   8.74 eV


Entry iii
Molecular formula: C4H12NS2
Method: DFT, ωB97M-V with the def2-TZVPD basis set

```
! wB97M-V def2-TZVPD RIJCOSX def2/J DEFGRID3
* xyz 1 1
C 0.540 -2.722 1.356
C -2.043 1.831 -0.891
C 1.314 -1.826 2.094
C 1.166 -0.188 -0.023
N 1.317 1.315 -0.348
S 1.961 -1.148 -1.280
S 1.837 -0.336 1.571
H -0.380 -2.164 0.843
H 1.138 -3.352 0.591
H 0.102 -3.453 2.019
H -1.288 1.742 -1.610
H -2.621 2.795 -1.153
H -1.697 1.808 0.208
H 1.789 -2.067 3.022
H -2.763 0.998 -1.059
H 1.285 1.907 0.406
H 0.596 1.611 -1.022
H 2.335 1.409 -0.789
H 1.192 -1.379 -2.227
*
```

Results
Frontier orbital gap (alpha / beta)   7.29 / 7.29 eV


Entry iv
Molecular formula: C4H12NS2
Method: DFT, ωB97M-V with the def2-TZVPD basis set

```
! wB97M-V def2-TZVPD RIJCOSX def2/J DEFGRID3
* xyz 1 1
C -2.542 0.663 0.376
C 2.371 -1.484 -0.280
C -1.673 1.089 -0.773
C 0.687 0.410 0.202
N 0.994 -1.038 -0.308
S 1.905 1.682 -0.072
S 0.414 0.140 1.951
H -2.514 -0.389 0.835
H -2.519 1.409 1.092
H -3.554 0.555 -0.156
H 3.047 -0.847 -0.695
H 2.718 -1.451 0.751
H 2.341 -2.465 -0.687
H -1.460 0.339 -1.553
H -1.491 2.129 -1.058
H 0.415 -1.542 0.393
H 0.474 -1.210 -1.221
H 1.185 2.597 0.588
H 0.163 1.425 2.516
*
```

Results
Frontier orbital gap (alpha / beta)   7.13 / 8.31 eV


Ordering by calculated energy gives the sequence entry i, entry ii, entry iii, entry iv, with the first entry being the most stable.


Entry i
Molecular formula: C4H12NO2
Method: DFT, ωB97M-V with the def2-TZVPD basis set

```
! wB97M-V def2-TZVPD RIJCOSX def2/J DEFGRID3
* xyz 1 1
C -0.814 -1.061 0.481
O -1.432 -1.397 -0.702
C 0.599 -0.498 0.273
C 0.585 0.987 0.003
C -0.064 1.382 -1.327
O 0.196 0.411 -2.311
N 1.445 -1.023 1.361
H -0.738 -1.864 1.212
H -1.359 -0.194 1.010
H -1.959 -2.200 -0.606
H 0.991 -0.940 -0.650
H 1.539 1.447 0.256
H -0.160 1.428 0.859
H 0.340 2.344 -1.649
H -1.141 1.553 -1.260
H -0.608 -0.093 -2.482
H 0.856 -0.715 2.169
H -0.518 0.816 1.930
H 2.241 -0.385 1.434
*
```

Results
Frontier orbital gap   6.58 eV


Entry ii
Molecular formula: C4H12NO2
Method: DFT, ωB97M-V with the def2-TZVPD basis set

```
! wB97M-V def2-TZVPD RIJCOSX def2/J DEFGRID3
* xyz 1 1
C 0.949 0.340 2.490
C -2.549 -0.289 0.382
C 1.037 0.481 0.988
C -1.806 -0.357 -0.719
N 1.328 -0.536 -2.437
O 1.372 -0.357 0.174
O -1.032 0.691 -1.214
H 1.295 -0.670 3.010
H 1.357 1.289 3.044
H -0.121 0.205 2.597
H -3.231 -1.109 0.553
H -2.676 0.630 0.859
H 0.836 1.553 0.676
H -1.683 -1.263 -1.248
H 1.454 -1.538 -2.511
H 2.074 -0.036 -2.765
H 0.340 -0.240 -2.689
H 1.411 -0.089 -1.295
H -1.397 1.428 -0.771
*
```

Results
Frontier orbital gap   9.98 eV


Entry iii
Molecular formula: C4H12NO2
Method: DFT, ωB97M-V with the def2-TZVPD basis set

```
! wB97M-V def2-TZVPD RIJCOSX def2/J DEFGRID3
* xyz 1 1
C -1.099 -0.089 -1.147
C -0.320 0.319 -0.006
C 0.983 1.045 -0.229
C 2.017 0.241 -1.125
O 1.965 -0.877 -1.719
N -1.181 1.161 0.975
H -2.089 -0.535 -1.016
H -1.194 0.622 -2.000
H -0.665 -0.899 -1.746
H -0.058 -0.638 0.548
H 0.764 2.044 -0.749
H 1.530 1.158 0.729
H 3.037 0.630 -1.148
H -0.837 1.578 1.860
H -1.927 1.908 0.646
H -1.766 0.531 1.552
H 0.548 -2.990 0.812
H 0.026 -2.873 2.250
O 0.266 -2.338 1.513
*
```

Results
Frontier orbital gap   9.76 eV


Ordering by calculated energy gives the sequence entry iii, entry ii, entry i, with the first entry being the most stable.


Entry i
Molecular formula: C4H12NO2
Method: DFT, ωB97M-V with the def2-TZVPD basis set

```
! wB97M-V def2-TZVPD RIJCOSX def2/J DEFGRID3
* xyz 1 1
C 3.594 0.848 0.651
C 2.197 0.419 0.393
C 1.672 0.324 -0.840
N 0.450 -0.425 -0.913
C -0.312 -0.533 -1.922
H 3.942 0.475 1.615
H 4.317 0.475 -0.073
H 3.749 1.930 0.691
H 1.547 0.304 1.258
H 1.699 1.063 -1.632
H 0.101 -0.832 -0.037
H -1.180 -1.175 -1.892
H -0.069 0.021 -2.814
H -4.967 0.084 1.462
H -4.265 0.928 0.318
O -4.261 0.106 0.812
H -2.531 -0.513 0.995
H -1.673 -1.610 1.395
O -1.569 -0.693 1.098
*
```

Results
Frontier orbital gap   9.09 eV


Entry ii
Molecular formula: C4H12NO2
Method: DFT, ωB97M-V with the def2-TZVPD basis set

```
! wB97M-V def2-TZVPD RIJCOSX def2/J DEFGRID3
* xyz 1 1
O -0.166 0.385 0.814
O -1.214 2.009 1.987
C -0.894 1.353 0.845
C -0.617 1.462 3.165
C -1.563 1.993 -0.337
H -0.953 2.080 4.015
H 0.485 1.494 3.122
H -0.932 0.420 3.342
H -2.660 1.969 -0.220
H -1.243 3.043 -0.440
H -1.297 1.452 -1.261
C 1.248 -2.180 -2.608
N 1.518 -2.235 -1.137
H 1.585 -1.215 -3.024
H 0.168 -2.290 -2.804
H 1.784 -2.993 -3.127
H 2.535 -2.132 -0.947
H 1.015 -1.470 -0.644
H 1.202 -3.143 -0.740
*
```

Results
Frontier orbital gap   10.03 eV


Entry iii
Molecular formula: C4H12NO2
Method: DFT, ωB97M-V with the def2-TZVPD basis set

```
! wB97M-V def2-TZVPD RIJCOSX def2/J DEFGRID3
* xyz 1 1
C 0.500 0.644 2.876
C 0.423 -0.133 1.596
C 1.176 -1.165 1.251
C -0.492 1.652 0.286
N -0.410 0.417 0.574
H -0.461 1.122 3.096
H 0.511 -0.102 3.670
H 1.376 1.276 2.967
H 0.977 -1.638 0.295
H 2.033 -1.488 1.824
H -1.063 2.000 -0.570
H 0.011 2.376 0.925
H -0.722 -0.248 -0.166
H 0.332 -0.800 -3.930
H -0.303 0.160 -4.948
O -0.201 -0.001 -4.003
H -1.511 -2.035 -1.653
H -1.023 -0.897 -2.514
O -1.154 -1.140 -1.576
*
```

Results
Frontier orbital gap   9.56 eV


Entry iv
Molecular formula: C4H12NO2
Method: DFT, ωB97M-V with the def2-TZVPD basis set

```
! wB97M-V def2-TZVPD RIJCOSX def2/J DEFGRID3
* xyz 1 1
C 1.023 1.215 1.486
C -0.175 1.312 0.615
C -1.426 1.662 0.823
C 1.121 0.002 -1.148
N -0.040 0.398 -0.571
H 1.228 0.165 1.521
H 0.791 1.476 2.552
H 1.909 1.809 1.023
H -2.330 1.377 0.243
H -1.618 2.200 1.751
H 1.167 -0.753 -1.991
H 1.809 0.760 -0.646
H -0.633 -0.350 -0.642
H 1.220 -2.036 1.541
H 0.437 -3.187 0.973
O 0.698 -2.256 0.707
H -2.492 -1.055 -2.523
H -1.228 -1.711 -3.224
O -1.462 -1.028 -2.491
*
```

Results
Frontier orbital gap   9.52 eV


Ordering by calculated energy gives the sequence entry ii, entry iii, entry i, entry iv, with the first entry being the most stable.


Entry i
Molecular formula: C4H7NOS
Method: DFT, ωB97M-V with the def2-TZVPD basis set

```
! wB97M-V def2-TZVPD RIJCOSX def2/J DEFGRID3
* xyz 0 1
C 2.213 0.011 -0.163
C -0.625 0.941 -0.530
C -1.107 0.242 0.789
C -1.115 -1.174 0.216
H 1.552 -0.438 0.779
H 2.356 -0.645 -1.134
H 3.323 0.414 0.508
H -1.316 1.757 -0.594
H -2.369 0.370 0.885
H -0.700 0.520 1.855
H -1.222 -2.164 0.765
N -1.143 -1.304 -1.074
O -1.008 0.009 -1.615
S 1.161 1.462 -0.687
*
```

Results
Frontier orbital gap   9.62 eV


Entry ii
Molecular formula: C4H7NOS
Method: DFT, ωB97M-V with the def2-TZVPD basis set

```
! wB97M-V def2-TZVPD RIJCOSX def2/J DEFGRID3
* xyz 0 1
C 1.288 0.631 -0.638
C 0.403 1.040 -1.703
N -0.857 1.032 -1.743
S -1.744 0.091 -0.512
O -2.648 1.002 0.110
C -0.270 -0.197 0.683
C -0.167 -1.492 1.355
H 2.219 0.110 -0.901
H 1.491 1.411 0.078
H 0.791 1.541 -2.553
H -0.271 0.592 1.354
H 0.790 -1.666 1.896
H -0.052 -2.402 0.627
H -0.972 -1.693 1.949
*
```

Results
Frontier orbital gap   9.11 eV
SMILES string   C=CN=S(=O)=CC


Ordering by calculated energy gives the sequence entry ii, entry i, with the first entry being the most stable.